The following is a DFT calculation (ωB97M-V/def2-TZVPD) of a cluster of 2 separate species, C4H12S2 in total.

Structure (XYZ):
```
18
Properties=species:S:1:pos:R:3:forces:R:3:lowdin_charge:R:1
C 0.371 0.651 4.073 0.16 -0.31 1.13 -0.217
C -0.645 0.525 2.973 0.19 1.78 -0.39 -0.691
S -0.441 -1.008 2.097 -0.15 -0.75 -0.13 0.687
H 0.044 -0.107 4.805 0.56 0.34 0.21 0.065
H 0.349 1.641 4.558 -0.07 -0.36 -0.18 0.076
H 1.409 0.428 3.775 -0.52 0.08 -0.08 0.076
H -1.649 0.723 3.395 0.36 -0.41 -0.43 0.077
H -0.424 1.324 2.239 -0.41 -0.39 0.10 0.067
H -0.069 -1.723 3.180 -0.13 0.02 -0.25 -0.137
C -0.409 -0.082 -4.097 -0.81 -0.65 -0.37 -0.218
C 0.018 -0.347 -2.652 -0.14 0.88 -0.81 -0.614
S 1.851 -0.468 -2.653 -0.05 -0.07 0.77 0.657
H -0.397 0.960 -4.456 0.22 -0.39 0.47 0.078
H -1.445 -0.458 -4.142 0.24 0.31 -0.51 0.070
H 0.216 -0.694 -4.770 -0.54 0.23 0.05 0.046
H -0.313 0.536 -2.071 0.54 -0.56 0.10 0.067
H -0.554 -1.222 -2.290 0.94 0.23 0.03 0.072
H 2.087 -0.683 -3.965 -0.39 0.02 0.30 -0.158
```
Forces are in eV/Å.

## Properties
Spin multiplicity: 1
SMILES: CCS.CCS
ΔE to the lowest compared entry with this formula, charge and spin, kcal/mol: 16.53
Charge: 0

***

The following is a DFT calculation (ωB97M-V/def2-TZVPD) of a cluster of 2 separate species, C4H12S2 in total.

Structure (XYZ):
```
18
Properties=species:S:1:pos:R:3:forces:R:3:lowdin_charge:R:1
C -1.118 -1.637 1.085 -0.02 1.28 0.25 -0.118
C -0.899 -0.247 1.737 -0.29 -1.11 0.46 -0.321
C -2.171 0.569 1.805 -0.78 0.83 -1.71 -0.137
H -0.135 -2.100 1.033 -0.21 -0.47 -0.25 0.065
H -1.584 -1.518 0.106 0.27 -0.15 -0.17 0.066
H -1.816 -2.199 1.696 0.09 -0.33 0.11 0.065
H -0.105 0.272 1.203 -0.08 0.24 -0.02 0.068
H -0.522 -0.467 2.740 0.06 0.27 0.05 0.096
H -3.112 0.061 2.033 0.41 -0.43 0.72 0.070
H -2.122 1.508 2.348 0.20 -0.10 0.45 0.063
H -2.429 0.903 0.782 0.36 -0.01 0.08 0.069
C 3.256 0.553 -2.586 -0.13 -0.81 -0.47 -0.487
S 1.991 0.310 -1.313 0.26 0.19 0.59 0.331
S 0.487 1.641 -1.783 0.09 -0.73 -0.17 0.294
H 3.154 1.548 -3.003 0.21 0.03 -0.08 0.018
H 3.145 -0.226 -3.345 -0.29 0.37 -0.23 0.025
H 4.252 0.354 -2.193 -0.08 0.46 0.45 0.028
H -0.274 0.676 -2.346 -0.09 0.47 -0.07 -0.195
```
Forces are in eV/Å.

## Properties
Spin multiplicity: 1
SMILES: CCC.CSS
ΔE to the lowest compared entry with this formula, charge and spin, kcal/mol: 6.86
Charge: 0

***

The following is a DFT calculation (ωB97M-V/def2-TZVPD) of a cluster of 2 separate species, C4H12S3 in total.

Structure (XYZ):
```
19
Properties=species:S:1:pos:R:3:forces:R:3:lowdin_charge:R:1
C -0.695 -1.920 -3.230 -0.38 0.54 -0.20 -0.172
C 0.159 -1.597 -2.012 0.39 -0.74 0.80 -0.599
S -0.783 -1.554 -0.422 -1.00 -0.39 -1.33 0.369
S 0.729 -1.266 0.924 0.86 -0.23 0.30 0.309
H -1.276 -1.059 -3.571 -0.03 -0.05 0.16 0.071
H -1.390 -2.747 -3.079 0.12 0.00 0.22 0.069
H -0.048 -2.197 -4.065 0.08 0.01 0.12 0.072
H 0.694 -0.650 -2.077 0.00 -0.05 -0.29 0.063
H 0.872 -2.423 -1.912 0.13 0.32 0.10 0.062
H -0.119 -1.241 1.968 0.18 -0.07 -0.22 -0.199
C 1.037 2.475 1.496 -0.05 -0.64 -0.78 -0.173
C 0.007 1.729 2.310 -0.10 -0.06 1.65 -0.671
S -1.496 1.154 1.470 -0.09 0.21 0.08 0.633
H 0.596 3.331 0.983 0.23 0.23 0.33 0.071
H 1.472 1.847 0.708 -0.22 -0.08 0.13 0.055
H 1.868 2.715 2.159 -0.12 0.50 -0.07 0.075
H 0.473 0.896 2.847 0.04 -0.19 -0.52 0.041
H -0.313 2.344 3.158 -0.06 0.31 -0.28 0.058
H -1.787 0.162 2.345 0.02 0.37 -0.22 -0.135
```
Forces are in eV/Å.

## Properties
Spin multiplicity: 1
SMILES: CCSS.CCS
ΔE to the lowest compared entry with this formula, charge and spin, kcal/mol: 17.56
Charge: 0